{
  "formula": "C31H52F9IN3O5PS",
  "method": "ωB97M-V with the def2-TZVPD basis set",
  "smiles": "C=Cc1c(N)c(CCCCC(F)(F)C(F)(F)S(F)(F)(F)(F)F)c2nc([C@@H](I)CC)c(O)nc2c1[PH2]=O.CCOCC.CCOCC.CCOCC",
  "energy_ha": -3688.7061,
  "relative_energy_ev": 0.000,
  "lumo_ev": -0.53,
  "symbols": ["C", "C", "C", "C", "N", "C", "C", "C", "C", "C", "C", "F", "F", "C", "F", "F", "S", "F", "F", "F", "F", "F", "C", "N", "C", "C", "I", "C", "C", "C", "O", "N", "C", "C", "P", "O", "H", "H", "H", "H", "H", "H", "H", "H", "H", "H", "H", "H", "H", "H", "H", "H", "H", "H", "H", "H", "H", "H", "C", "C", "O", "C", "C", "H", "H", "H", "H", "H", "H", "H", "H", "H", "H", "C", "C", "O", "C", "C", "H", "H", "H", "H", "H", "H", "H", "H", "H", "H", "C", "C", "O", "C", "C", "H", "H", "H", "H", "H", "H", "H", "H", "H", "H"],
  "coordinates": [[-1.156, -3.010, 0.878], [-0.590, -2.706, -0.347], [-0.046, -1.342, -0.584], [-0.949, -0.381, -1.141], [-2.299, -0.780, -1.407], [-0.551, 0.912, -1.379], [-1.429, 2.016, -1.933], [-2.526, 1.665, -2.952], [-3.983, 1.563, -2.466], [-4.332, 2.430, -1.265], [-5.740, 2.171, -0.724], [-6.343, 1.085, -1.245], [-6.525, 3.240, -1.089], [-5.823, 2.173, 0.834], [-5.021, 3.125, 1.322], [-7.073, 2.489, 1.201], [-5.431, 0.516, 1.681], [-6.759, -0.093, 1.088], [-4.585, 0.019, 0.431], [-4.084, 1.084, 2.311], [-6.196, 0.999, 2.984], [-5.150, -0.867, 2.386], [0.791, 1.269, -1.038], [1.186, 2.562, -1.224], [2.400, 2.886, -0.885], [2.802, 4.321, -1.073], [2.844, 5.215, 0.892], [4.062, 4.533, -1.945], [5.299, 5.148, -1.289], [3.295, 1.903, -0.356], [4.566, 2.297, -0.030], [2.974, 0.668, -0.169], [1.691, 0.335, -0.499], [1.245, -0.988, -0.294], [2.291, -2.315, 0.338], [2.321, -3.492, -0.576], [-0.540, -3.130, 1.768], [-2.231, -3.113, 1.014], [-0.515, -3.444, -1.145], [-2.355, -1.386, -2.216], [-2.678, -1.285, -0.619], [-1.782, 2.590, -1.076], [-0.741, 2.677, -2.453], [-2.264, 0.716, -3.416], [-2.484, 2.413, -3.744], [-4.618, 1.887, -3.296], [-4.276, 0.534, -2.286], [-4.250, 3.494, -1.468], [-3.648, 2.179, -0.455], [1.965, 4.785, -1.580], [4.364, 3.583, -2.383], [3.788, 5.228, -2.738], [5.127, 6.180, -0.991], [5.610, 4.591, -0.409], [6.124, 5.105, -2.000], [4.554, 2.651, 0.869], [1.788, -2.666, 1.601], [3.581, -1.798, 0.489], [-2.621, 5.420, -7.387], [-1.997, 5.354, -6.004], [-1.200, 4.204, -5.783], [-0.088, 4.036, -6.644], [0.918, 5.173, -6.588], [-3.230, 4.535, -7.574], [-3.254, 6.304, -7.469], [-1.868, 5.477, -8.174], [-2.786, 5.306, -5.253], [-1.422, 6.264, -5.798], [-0.424, 3.870, -7.674], [0.390, 3.112, -6.319], [0.486, 6.120, -6.913], [1.766, 4.953, -7.237], [1.284, 5.306, -5.569], [0.191, -6.384, 6.699], [0.088, -4.959, 6.183], [0.301, -4.832, 4.789], [-0.596, -5.541, 3.952], [-2.047, -5.131, 4.128], [1.167, -6.808, 6.456], [0.062, -6.400, 7.782], [-0.570, -7.033, 6.265], [0.862, -4.347, 6.649], [-0.873, -4.515, 6.467], [-0.475, -6.621, 4.089], [-0.282, -5.323, 2.930], [-2.414, -5.337, 5.134], [-2.678, -5.677, 3.425], [-2.165, -4.062, 3.945], [6.001, -3.284, 3.404], [4.545, -3.025, 3.753], [3.632, -3.872, 3.082], [3.772, -5.262, 3.313], [3.615, -5.665, 4.769], [6.159, -3.185, 2.329], [6.642, -2.568, 3.920], [6.319, -4.285, 3.696], [4.276, -2.011, 3.450], [4.393, -3.078, 4.837], [4.727, -5.621, 2.912], [2.988, -5.732, 2.720], [4.385, -5.223, 5.404], [3.687, -6.750, 4.864], [2.643, -5.343, 5.142]],
  "forces_ev_per_angstrom": [[0.177, 0.087, -0.384], [-0.103, -0.160, 0.767], [1.669, -0.249, 0.205], [-0.209, -0.424, 0.114], [-0.051, 0.326, -0.026], [0.037, -0.068, 0.027], [0.314, -0.255, -0.284], [-0.136, -0.094, 0.291], [-0.425, 0.336, -0.623], [0.145, -1.031, 0.526], [0.195, 1.040, -0.589], [0.010, -0.056, 0.236], [-0.062, -0.135, 0.064], [-0.579, 0.029, 0.054], [0.066, -0.128, -0.109], [0.045, -0.225, -0.051], [0.419, 0.368, 0.582], [-0.030, -0.040, -0.093], [-0.174, -0.128, -0.167], [0.053, -0.053, -0.089], [-0.141, -0.092, -0.049], [0.030, -0.014, -0.033], [0.088, 0.323, -0.092], [0.165, -0.184, 0.123], [-0.167, -0.004, -0.112], [0.177, -0.308, -0.472], [-0.049, 0.066, -0.012], [0.385, 0.559, 0.486], [0.031, -0.281, 0.070], [0.310, 0.022, 0.311], [-0.076, -0.065, -0.038], [-0.389, 0.383, -0.150], [-0.117, -0.254, -0.060], [0.245, -0.039, 0.499], [0.352, -1.093, -0.881], [-0.260, 0.037, -0.003], [-0.225, 2.074, 0.497], [0.130, -2.174, -0.343], [-1.665, 0.624, -0.805], [-0.007, -0.061, 0.000], [0.026, -0.125, 0.004], [-0.137, 0.122, -0.073], [0.001, 0.174, 0.109], [-0.013, 0.034, -0.163], [0.046, 0.101, 0.028], [-0.017, -0.030, -0.049], [0.228, -0.043, 0.278], [0.023, 0.056, 0.023], [0.125, 0.152, -0.009], [-0.158, 0.120, 0.279], [-0.199, -0.076, -0.103], [-0.155, -0.245, -0.225], [0.018, 0.067, -0.055], [-0.005, -0.044, 0.031], [0.035, 0.160, -0.033], [0.079, 0.061, -0.007], [0.128, 0.451, 0.177], [-0.158, 0.345, 0.467], [0.070, -0.094, -0.049], [-0.035, 0.117, -0.042], [-0.046, -0.125, 0.166], [0.063, 0.006, -0.098], [-0.061, 0.068, 0.077], [-0.024, 0.010, 0.010], [-0.018, -0.005, 0.022], [0.003, 0.068, 0.007], [0.035, -0.055, 0.038], [0.016, 0.000, -0.042], [0.002, 0.049, -0.010], [-0.055, -0.019, 0.044], [0.016, -0.015, -0.068], [0.005, -0.021, 0.006], [0.016, -0.017, 0.000], [-0.001, -0.061, -0.109], [-0.077, -0.018, 0.109], [0.093, 0.096, -0.104], [-0.074, -0.059, -0.014], [-0.031, 0.053, 0.059], [0.001, 0.001, 0.030], [0.021, 0.018, 0.008], [-0.044, 0.020, 0.045], [0.026, 0.032, -0.068], [-0.017, -0.035, -0.002], [-0.055, -0.005, 0.041], [0.104, 0.042, 0.035], [-0.017, -0.072, -0.018], [0.010, 0.007, -0.021], [0.000, -0.002, -0.025], [-0.015, -0.096, -0.059], [0.081, 0.018, 0.093], [-0.129, 0.147, -0.156], [0.053, -0.141, 0.019], [-0.014, 0.151, 0.119], [0.005, 0.023, -0.002], [-0.011, 0.024, -0.010], [0.010, 0.020, 0.060], [-0.062, -0.020, -0.026], [0.026, -0.034, 0.002], [0.020, 0.017, 0.024], [-0.027, 0.071, -0.039], [0.068, -0.070, -0.027], [0.002, -0.015, -0.023], [0.023, -0.021, -0.066]],
  "mulliken_charge": [-0.42, -1.49, 0.76, -0.47, -0.16, 0.09, -0.47, -0.95, -0.85, -0.95, 1.00, -0.29, -0.36, 0.45, -0.27, -0.29, 1.42, -0.29, -0.31, -0.31, -0.33, -0.33, -0.08, -0.39, 0.69, -1.09, 0.06, -0.12, -1.44, -0.01, -0.57, -0.52, 0.35, 0.75, 0.77, -0.75, 0.00, 0.32, 0.36, 0.27, 0.10, 0.53, 0.40, 0.41, 0.33, 0.45, 0.39, 0.48, 0.31, 0.67, 0.39, 0.25, 0.41, 0.28, 0.40, 0.37, -0.06, 0.07, -1.15, -0.29, -0.35, -0.35, -1.09, 0.31, 0.40, 0.27, 0.33, 0.32, 0.30, 0.35, 0.27, 0.41, 0.28, -0.96, -0.53, -0.36, -0.34, -1.25, 0.22, 0.42, 0.27, 0.36, 0.44, 0.40, 0.30, 0.37, 0.40, 0.29, -1.14, -0.32, -0.36, -0.45, -0.94, 0.30, 0.41, 0.28, 0.36, 0.29, 0.33, 0.38, 0.29, 0.47, 0.08]
}